Record 1
{
  "formula": "C7H12",
  "method": "ωB97M-V with the def2-TZVPD basis set",
  "homo_energy_ev": -8.774,
  "e_lumo_ev": 0.99,
  "gap_ev": 9.77,
  "spin_multiplicity": 1,
  "charge": 0,
  "e_tot_ev": -7452.0775,
  "mol_weight_g_mol": 96.17,
  "smiles": "C=CC(=C)CCC",
  "de_lowest_ev": 1.354,
  "symbols": ["C", "C", "C", "C", "C", "C", "C", "H", "H", "H", "H", "H", "H", "H", "H", "H", "H", "H", "H"],
  "coordinates": [[2.4604, 0.4618, 0.4739], [1.0703, 0.9003, 0.9052], [0.1244, 1.0918, -0.3108], [-0.7001, -0.1196, -0.6474], [-0.8536, -0.6051, -1.8732], [-2.2870, -1.7049, 0.5071], [-1.6146, -0.5626, 0.4328], [2.5312, -0.3683, -0.2223], [3.0760, 1.2909, 0.1299], [2.9633, 0.2095, 1.4187], [1.0905, 1.7981, 1.5170], [0.6175, 0.1180, 1.4807], [-0.6053, 1.8735, -0.0990], [0.7508, 1.3460, -1.1680], [-0.1002, -0.2820, -2.5876], [-1.6647, -1.1829, -2.2867], [-2.1950, -2.4566, -0.2693], [-2.9788, -1.9043, 1.3095], [-1.6851, 0.0965, 1.2894]],
  "lowdin_charge": [-0.114, -0.250, -0.177, -0.335, 0.054, 0.016, -0.160, 0.076, 0.068, 0.071, 0.106, 0.082, 0.118, 0.109, 0.061, 0.065, 0.058, 0.051, 0.101]
}

Record 2
{
  "formula": "C7H12",
  "method": "ωB97M-V with the def2-TZVPD basis set",
  "homo_energy_ev": -8.700,
  "e_lumo_ev": 0.99,
  "gap_ev": 9.69,
  "spin_multiplicity": 1,
  "charge": 0,
  "e_tot_ev": -7451.8284,
  "mol_weight_g_mol": 96.17,
  "smiles": "C=C(C)C(=C)CC",
  "de_lowest_ev": 1.603,
  "symbols": ["C", "C", "C", "C", "C", "C", "C", "H", "H", "H", "H", "H", "H", "H", "H", "H", "H", "H", "H"],
  "coordinates": [[1.1042, 1.7090, -1.2130], [0.4381, 1.3981, 0.1470], [0.4615, -0.0670, 0.5185], [1.3398, -0.4962, 1.4117], [-0.4692, -2.3219, 0.1016], [-0.6557, -0.9922, 0.0804], [-1.9923, -0.4094, -0.3808], [2.1891, 1.7105, -1.1356], [0.5945, 1.0774, -1.9305], [0.9026, 2.7493, -1.5241], [-0.5692, 1.8268, 0.1796], [0.9601, 1.9369, 0.9605], [2.2645, 0.0075, 1.7086], [1.3889, -1.5277, 1.7435], [0.3669, -2.9071, 0.4443], [-1.3805, -2.9221, 0.0359], [-1.8076, 0.3196, -1.1709], [-2.4636, 0.1711, 0.4302], [-2.6720, -1.2624, -0.4068]],
  "lowdin_charge": [-0.089, -0.234, -0.287, 0.047, 0.037, -0.303, -0.057, 0.071, 0.067, 0.071, 0.100, 0.108, 0.072, 0.054, 0.054, 0.059, 0.076, 0.083, 0.072]
}

Record 3
{
  "formula": "C7H12",
  "method": "ωB97M-V with the def2-TZVPD basis set",
  "homo_energy_ev": -7.847,
  "e_lumo_ev": -1.57,
  "gap_ev": 6.27,
  "spin_multiplicity": 1,
  "charge": 0,
  "e_tot_ev": -7444.2108,
  "mol_weight_g_mol": 96.17,
  "de_lowest_ev": 9.221,
  "symbols": ["C", "C", "C", "C", "C", "C", "C", "H", "H", "H", "H", "H", "H", "H", "H", "H", "H", "H", "H"],
  "coordinates": [[2.2739, -2.5583, 1.9441], [1.3628, -1.4839, 2.5862], [0.4501, -0.9292, 1.7355], [0.7768, -0.5863, 0.2155], [-0.2266, -0.3709, -0.7606], [-1.4127, 0.3452, -0.3348], [-1.8531, 1.2364, -1.5885], [3.2767, -2.3798, 2.3345], [2.1771, -2.6229, 0.8395], [1.9334, -3.6373, 2.2456], [-0.2518, 5.0645, -2.6686], [-0.0837, 4.4460, -3.0987], [-0.7246, -0.9334, 1.9084], [1.8831, -0.4403, 0.0612], [-1.3514, 1.0110, 0.4883], [-2.3046, -0.2887, -0.1571], [-1.3426, 2.1515, -1.5746], [-1.5218, 0.6362, -2.4482], [-3.0609, 1.3401, -1.7277]],
  "lowdin_charge": [-0.143, -0.036, -0.136, -0.119, -0.007, -0.322, -0.108, 0.053, 0.060, 0.117, 0.006, 0.003, 0.136, 0.100, 0.082, 0.123, 0.020, 0.050, 0.122]
}